{"formula": "C5H12NO", "method": "ωB97M-V with the def2-TZVPD basis set", "species": ["O", "N", "C", "C", "C", "C", "C", "H", "H", "H", "H", "H", "H", "H", "H", "H", "H", "H", "H"], "coordinates": [[0.284, -1.361, 0.968], [1.129, 0.656, -0.105], [-1.007, 0.064, -1.005], [-1.589, 0.094, 0.376], [0.084, 1.083, -1.115], [-1.289, -1.202, 0.922], [2.404, 1.039, -0.222], [-1.569, -2.150, 0.309], [-1.613, -1.585, 1.991], [-0.535, -0.832, -1.233], [0.920, -0.408, 0.048], [-2.729, 0.167, 0.306], [-1.446, 0.773, 1.257], [3.233, 0.600, 0.438], [0.576, 1.202, -2.055], [-0.180, 2.076, -0.725], [-1.664, 0.191, -1.818], [2.704, 1.589, -1.079], [0.521, -1.789, 1.811]], "de_lowest_kcal_mol": 72.34, "lumo_energy_ev": -5.2, "total_charge": 1, "smiles": "C=[NH+]CCCCO", "spin_multiplicity": 1, "homo_energy_ha": -0.5462}


{"formula": "C9H19PS", "method": "ωB97M-V with the def2-TZVPD basis set", "species": ["S", "P", "C", "C", "C", "C", "C", "C", "C", "C", "C", "H", "H", "H", "H", "H", "H", "H", "H", "H", "H", "H", "H", "H", "H", "H", "H", "H", "H", "H"], "coordinates": [[1.768, 0.862, -2.591], [0.539, 0.645, -1.062], [-2.603, 0.549, -1.194], [-1.989, -0.812, -0.772], [2.078, 1.989, 0.752], [0.457, 0.420, 1.801], [0.099, -2.345, -1.135], [-2.462, 1.670, -0.303], [1.499, 0.586, 0.641], [2.572, -0.493, 0.652], [-0.596, -1.029, -1.518], [-3.006, 1.527, 0.643], [-0.620, -3.118, -1.004], [2.913, 1.968, 1.401], [-1.648, -0.969, 0.300], [0.198, -0.657, 2.107], [1.365, 2.760, 1.357], [-2.378, 0.627, -2.320], [-2.446, -1.720, -1.119], [2.260, -1.497, 0.408], [0.872, -2.629, -1.975], [3.307, -0.197, -0.177], [-0.862, -0.974, -2.530], [2.392, 2.286, -0.228], [3.022, -0.453, 1.613], [-0.346, 0.993, 1.605], [0.996, 0.713, 2.692], [-2.063, 2.626, -0.624], [-3.626, 0.282, -1.386], [0.559, -2.154, -0.216]], "de_lowest_kcal_mol": 41.38, "lumo_energy_ev": [-1.2, 0.1], "total_charge": 0, "spin_multiplicity": 1, "homo_energy_ha": [-0.2984, -0.2806]}


{"formula": "C23H66CuO25", "method": "ωB97M-V with the def2-TZVPD basis set", "species": ["Cu", "O", "O", "O", "O", "O", "O", "O", "O", "O", "O", "O", "O", "O", "O", "O", "O", "O", "O", "O", "O", "O", "O", "O", "O", "O", "C", "C", "C", "C", "C", "C", "C", "C", "C", "C", "C", "C", "C", "C", "C", "C", "C", "C", "C", "C", "C", "C", "C", "H", "H", "H", "H", "H", "H", "H", "H", "H", "H", "H", "H", "H", "H", "H", "H", "H", "H", "H", "H", "H", "H", "H", "H", "H", "H", "H", "H", "H", "H", "H", "H", "H", "H", "H", "H", "H", "H", "H", "H", "H", "H", "H", "H", "H", "H", "H", "H", "H", "H", "H", "H", "H", "H", "H", "H", "H", "H", "H", "H", "H", "H", "H", "H", "H", "H"], "coordinates": [[0.191, -0.244, -0.077], [-2.604, 0.674, 1.507], [1.247, -2.308, 0.249], [-1.975, 1.494, 3.424], [3.334, -0.361, -2.961], [-1.993, -1.902, 0.440], [-0.727, -2.455, 5.877], [1.511, 2.242, 3.134], [5.974, -1.151, 3.188], [3.614, -2.458, 1.705], [-4.474, 0.727, -0.391], [1.983, 1.146, -0.901], [-0.547, 0.590, 2.119], [0.592, -1.203, -2.527], [-4.704, -4.364, 0.776], [0.202, -6.168, -0.194], [-1.082, -0.785, -4.682], [2.980, 4.806, 1.834], [-1.614, 0.760, -1.096], [-1.883, 4.970, -0.552], [-2.604, 4.030, 1.991], [-1.663, -5.204, -3.192], [-4.580, 6.337, 2.560], [1.418, 0.965, -5.450], [0.863, -1.011, 3.857], [0.929, 3.362, -2.307], [2.192, 2.495, 1.978], [-3.116, 6.430, 2.658], [0.425, -2.349, 3.725], [-0.945, -5.726, -0.965], [-0.677, -5.936, -2.496], [0.392, -2.531, -2.130], [-3.898, -3.366, 0.091], [-2.468, 5.076, 2.954], [-2.662, 0.600, -1.989], [5.057, -2.479, 1.421], [-0.851, -2.647, 4.463], [3.965, -0.044, -1.750], [-2.785, -2.905, 0.991], [-3.893, 1.404, -1.525], [-1.706, 0.903, 2.361], [-0.296, 4.081, -2.095], [-0.904, 0.369, -5.478], [-0.660, 4.242, -0.611], [5.627, -1.074, 1.844], [3.414, 3.470, 2.143], [1.409, -2.933, -1.054], [3.384, 1.254, -1.131], [0.165, 1.318, -4.903], [2.518, 1.523, 1.608], [0.316, -0.471, 3.283], [-0.719, 0.059, -6.506], [-0.092, -6.566, 0.629], [3.798, -0.901, -1.097], [3.465, 2.119, -1.789], [6.530, -0.797, 1.300], [1.530, 1.766, -1.477], [0.088, 4.695, 0.040], [4.247, 3.279, 1.466], [-2.245, -1.109, 0.920], [0.289, -5.601, -2.874], [0.156, 1.391, -3.816], [-2.343, 4.805, 0.274], [-3.794, 0.648, 0.282], [1.477, 2.909, 1.268], [2.431, 5.199, 2.516], [-0.707, -1.496, 5.906], [-1.391, 5.220, 3.038], [-2.892, -0.449, -2.180], [1.314, -4.005, -0.882], [-0.011, 2.328, -5.274], [0.553, -3.179, -2.991], [-3.221, -2.743, 1.977], [-0.882, -1.574, -5.191], [-3.672, 2.461, -1.376], [5.640, -3.304, 1.830], [-2.769, 7.178, 3.371], [-1.099, 3.501, -2.549], [3.758, 3.426, 3.176], [-1.780, -5.560, -4.076], [-1.863, -6.226, -0.656], [-2.798, 4.791, 3.953], [-0.731, -6.989, -2.770], [-2.266, 3.230, 2.400], [-3.442, -3.679, -0.849], [-1.934, 0.756, -0.191], [2.103, -2.488, 0.645], [-4.874, 6.201, 3.464], [-1.815, 0.959, -5.374], [2.453, -0.689, -2.766], [5.189, -2.507, 0.339], [-1.153, -3.622, 4.080], [5.045, 0.100, -1.789], [-5.396, -4.618, 0.161], [1.627, 3.840, -1.854], [-2.815, 6.771, 1.667], [-1.528, -1.862, 4.128], [1.297, -2.965, 3.947], [5.020, -0.233, 1.509], [-2.355, 0.943, -2.976], [0.182, -2.519, 2.677], [-1.023, -4.674, -0.691], [3.532, -2.110, 2.596], [5.105, -1.134, 3.596], [-0.801, 3.274, -0.131], [2.430, -2.835, -1.423], [-2.073, -3.727, 1.067], [-0.156, 5.003, -2.660], [-4.455, -2.467, -0.172], [2.136, 1.374, -4.961], [-4.704, 1.625, -2.219], [-0.058, -0.987, -3.200], [-0.648, -2.680, -1.841], [4.015, 1.473, -0.269], [0.697, 1.780, 2.922]], "de_lowest_kcal_mol": 0.00, "lumo_energy_ev": 1.7, "total_charge": -1, "spin_multiplicity": 1, "homo_energy_ha": -0.1619}


{"formula": "C3H5NOS", "method": "ωB97M-V with the def2-TZVPD basis set", "species": ["S", "O", "N", "C", "C", "C", "H", "H", "H", "H", "H"], "coordinates": [[-0.783, -0.025, 0.505], [-1.288, -0.235, 1.903], [-2.587, 0.781, -0.891], [0.200, 1.444, 0.388], [0.601, -1.227, 0.306], [0.809, 2.476, 0.246], [-3.459, 0.309, -0.691], [1.215, -1.439, 1.232], [1.115, -1.115, -0.693], [0.206, -2.219, 0.203], [1.255, 3.409, 0.129]], "de_lowest_kcal_mol": 198.21, "lumo_energy_ev": [-0.8, -1.0], "total_charge": 0, "spin_multiplicity": 1, "homo_energy_ha": [-0.3377, -0.3409]}


{"formula": "C8H47AlNO16S", "method": "ωB97M-V with the def2-TZVPD basis set", "species": ["S", "Al", "O", "O", "O", "O", "O", "O", "O", "O", "O", "O", "O", "O", "O", "O", "O", "O", "N", "C", "C", "C", "C", "C", "C", "C", "C", "H", "H", "H", "H", "H", "H", "H", "H", "H", "H", "H", "H", "H", "H", "H", "H", "H", "H", "H", "H", "H", "H", "H", "H", "H", "H", "H", "H", "H", "H", "H", "H", "H", "H", "H", "H", "H", "H", "H", "H", "H", "H", "H", "H", "H", "H", "H"], "coordinates": [[-6.641, 0.340, 1.910], [-3.298, -1.143, 0.103], [-3.557, -4.339, 1.790], [-7.820, 1.544, 5.102], [5.165, -6.107, -6.846], [0.918, -4.793, -1.453], [3.903, -2.183, -6.495], [3.493, -4.238, -8.685], [-3.257, 1.653, 4.595], [1.950, 2.800, 3.654], [3.776, 3.116, 5.892], [-7.199, -0.424, -2.760], [-2.534, 0.398, -0.746], [3.034, -2.624, -0.287], [2.638, 5.093, 1.740], [3.365, -2.870, -3.506], [3.630, 1.486, -2.984], [-0.750, 6.049, 1.462], [-5.187, -1.332, -0.215], [-0.238, 0.729, 1.382], [-5.772, -0.810, 0.946], [-2.580, 1.538, 0.188], [1.963, -0.706, 1.635], [-1.397, 3.009, 2.039], [1.349, 0.666, 0.901], [1.502, 0.363, -0.737], [-1.078, 1.989, 0.754], [-0.238, 0.829, 2.570], [-0.409, 3.336, 2.589], [3.488, -3.466, -8.100], [2.357, 3.470, 3.084], [1.730, -0.576, 2.776], [3.841, -2.691, -0.818], [-6.401, -0.497, -2.214], [4.059, -4.876, -8.226], [3.772, -2.484, -5.583], [3.201, -3.208, 0.468], [-3.092, 1.064, 5.347], [2.605, -2.832, -2.907], [-4.211, 1.580, 4.445], [-3.221, 1.297, 1.159], [0.563, 0.702, -1.347], [-2.419, -2.380, -0.392], [-3.002, -0.929, 1.675], [-3.067, 2.513, -0.276], [-7.481, 1.568, 4.195], [3.470, 2.524, 5.188], [4.183, 1.155, -3.707], [-1.367, 6.554, 2.013], [-0.474, 2.636, -0.020], [-7.023, 1.471, 5.648], [5.070, -6.963, -7.290], [-4.511, -4.412, 1.639], [3.092, -0.874, 1.379], [3.270, -3.726, -3.950], [4.265, -1.290, -6.396], [-2.050, 2.396, 2.826], [1.663, -0.807, -0.880], [-2.011, 3.961, 1.708], [-3.392, -4.928, 2.542], [1.755, 5.162, 1.349], [-0.343, 6.719, 0.893], [-0.687, -0.329, 1.152], [1.323, -4.157, -0.845], [1.959, 1.632, 1.154], [3.047, 5.950, 1.547], [3.227, 2.289, -3.346], [4.694, 2.846, 6.042], [4.405, -6.068, -6.247], [1.300, -1.594, 1.192], [0.699, -5.550, -0.889], [2.509, 0.880, -1.058], [1.333, 3.304, 4.204], [-6.860, -0.401, -3.667]], "lumo_energy_ev": 1.6, "total_charge": -1, "spin_multiplicity": 1, "homo_energy_ha": -0.1966}


{"formula": "C44H88O22S11", "method": "ωB97M-V with the def2-TZVPD basis set", "species": ["S", "S", "S", "S", "S", "S", "S", "S", "S", "S", "S", "O", "O", "O", "O", "O", "O", "O", "O", "O", "O", "O", "O", "O", "O", "O", "O", "O", "O", "O", "O", "O", "O", "C", "C", "C", "C", "C", "C", "C", "C", "C", "C", "C", "C", "C", "C", "C", "C", "C", "C", "C", "C", "C", "C", "C", "C", "C", "C", "C", "C", "C", "C", "C", "C", "C", "C", "C", "C", "C", "C", "C", "C", "C", "C", "C", "C", "H", "H", "H", "H", "H", "H", "H", "H", "H", "H", "H", "H", "H", "H", "H", "H", "H", "H", "H", "H", "H", "H", "H", "H", "H", "H", "H", "H", "H", "H", "H", "H", "H", "H", "H", "H", "H", "H", "H", "H", "H", "H", "H", "H", "H", "H", "H", "H", "H", "H", "H", "H", "H", "H", "H", "H", "H", "H", "H", "H", "H", "H", "H", "H", "H", "H", "H", "H", "H", "H", "H", "H", "H", "H", "H", "H", "H", "H", "H", "H", "H", "H", "H", "H", "H", "H", "H", "H"], "coordinates": [[-4.298, 3.215, -4.602], [-5.331, 1.597, -0.101], [-1.289, 8.212, 0.761], [-2.949, -3.027, -3.273], [2.555, -0.176, 6.041], [2.672, 3.454, -6.010], [-2.766, -3.359, 6.877], [4.176, -1.884, 1.771], [-0.374, 1.636, -0.330], [4.148, -1.305, -3.000], [0.902, -4.808, 0.024], [-3.857, -2.779, 7.646], [-2.360, 9.213, 0.662], [4.742, -2.569, -2.498], [-1.854, -4.165, 7.653], [1.736, 2.738, -6.849], [1.010, -3.335, -0.183], [3.783, 4.114, -6.636], [-1.104, 2.666, 0.287], [-4.252, 0.880, 0.618], [-6.015, 0.957, -1.208], [-5.211, 2.655, -5.641], [1.321, -5.616, -1.102], [1.533, 0.243, 7.011], [2.675, 0.268, 4.642], [4.317, -2.335, 0.423], [4.899, -0.089, -3.067], [-4.714, 4.419, -3.824], [-4.368, -3.183, -3.362], [-0.301, 8.301, 1.745], [3.084, -2.205, 2.620], [-0.254, 1.644, -1.801], [-2.270, -1.765, -2.861], [5.805, -2.431, 2.682], [-1.711, -2.560, 4.648], [4.614, -0.142, 1.831], [3.587, -1.744, -4.797], [-1.269, -4.727, -4.677], [1.951, 2.645, -3.400], [2.331, -1.090, -2.375], [2.219, -2.035, 5.948], [6.466, -1.168, 3.286], [-2.008, -2.020, 5.976], [-4.732, 3.209, -0.684], [-5.968, 3.630, 1.479], [1.788, 4.670, -4.804], [1.802, -5.215, 1.632], [-5.509, 4.293, 0.116], [-6.577, 2.299, 1.192], [3.004, 2.322, -4.598], [4.088, -1.530, 7.614], [-2.250, 1.503, -4.565], [-1.250, 6.478, -1.331], [-2.749, 3.791, -5.461], [2.037, 4.204, -3.348], [-1.391, 5.626, -0.055], [3.475, -2.652, 6.709], [4.195, -0.116, 6.866], [-0.461, -5.660, 2.149], [-2.126, -3.462, -4.911], [-0.561, 7.840, -0.951], [-2.014, 6.475, 1.020], [1.261, 1.287, 0.478], [2.068, -2.152, -4.724], [-1.046, -4.903, -3.196], [1.061, 0.002, 1.289], [-3.305, -4.219, 5.317], [-3.387, 1.781, -3.736], [1.468, -1.247, -3.698], [-1.098, -0.056, 0.040], [-2.271, -4.435, -2.367], [-0.786, -5.392, 0.668], [-2.987, -3.208, 4.251], [-1.691, 2.845, -4.875], [-0.495, -0.484, 1.325], [1.018, -6.219, 2.326], [6.164, -0.014, 2.287], [1.365, -6.413, 3.341], [-3.818, -2.510, 4.149], [-0.723, -4.821, 2.795], [-2.613, -5.059, 5.272], [-2.586, -1.117, 5.780], [1.373, -0.298, -4.227], [1.773, -4.227, 2.091], [2.018, -1.717, -1.539], [4.961, -0.141, 6.092], [-3.031, 6.670, 0.682], [-0.840, -3.206, 4.762], [-2.807, 4.018, -6.526], [-4.122, 1.037, -3.429], [-1.120, 3.243, -4.036], [-0.944, -0.035, 2.211], [2.258, 2.016, -2.565], [1.899, -3.205, -4.498], [-0.688, 5.993, -2.129], [1.276, -7.195, 1.914], [3.019, 4.572, -3.050], [1.483, -1.907, -5.610], [-1.807, -5.633, -4.956], [3.745, -0.756, -5.229], [3.447, -1.389, 8.484], [2.863, 1.347, -5.065], [-2.935, 2.171, -2.824], [1.941, 1.299, -0.373], [-0.453, 5.274, 0.375], [-2.663, 1.037, -5.459], [-1.553, -1.799, 3.884], [0.430, -1.378, -3.394], [-6.587, 4.248, 2.130], [4.078, 2.296, -4.414], [-7.564, 2.363, 0.734], [4.350, -2.363, -5.270], [-0.854, -5.972, -3.100], [1.393, 2.138, 1.147], [-5.009, 3.603, 1.998], [-1.271, -1.806, 6.750], [-0.187, -4.334, -2.841], [-0.906, -6.299, 0.075], [-6.738, 1.566, 1.982], [0.905, 2.420, -3.609], [4.141, -2.954, 5.901], [-4.308, -4.587, 5.533], [-1.485, -4.588, 0.439], [-2.187, -0.097, 0.057], [3.927, 0.280, 2.565], [4.157, 0.320, 0.956], [2.283, -0.038, -2.093], [-0.366, -4.715, -5.288], [6.747, 0.001, 1.366], [-5.020, 3.226, -1.736], [5.043, -1.905, 7.982], [6.386, -2.943, 1.915], [2.859, -5.397, 1.438], [1.202, -2.327, 6.209], [-1.455, 0.865, -4.179], [-2.880, -3.738, 3.305], [1.558, -0.046, 2.258], [-2.983, -5.244, -2.204], [-6.257, 4.747, -0.533], [-1.916, -4.025, -1.421], [5.607, -3.273, 3.346], [6.005, -0.877, 4.229], [0.814, 4.356, -5.179], [-1.981, 4.734, -0.265], [6.460, 0.929, 2.748], [1.336, 4.631, -2.631], [3.261, -3.547, 7.295], [-2.682, 4.788, -5.026], [0.505, 7.862, -0.724], [-1.258, -6.380, 2.334], [-4.888, 5.114, 0.475], [7.540, -1.152, 3.474], [-0.597, -1.570, 1.329], [-0.919, 2.762, -5.639], [-0.876, -0.562, -0.899], [-3.660, 3.116, -0.514], [2.370, -2.203, 4.882], [4.309, 0.800, 7.446], [2.014, 5.693, -5.106], [1.487, -0.755, 0.630], [-1.555, -2.660, -5.380], [-0.678, 8.593, -1.730], [-2.262, 6.699, -1.672], [-3.076, -3.457, -5.444], [-2.223, 6.158, 2.041]], "de_lowest_kcal_mol": 167.60, "lumo_energy_ev": -0.2, "total_charge": 0, "smiles": "O=S1(=O)CCCC1.O=S1(=O)CCCC1.O=S1(=O)CCCC1.O=S1(=O)CCCC1.O=S1(=O)CCCC1.O=S1(=O)CCCC1.O=S1(=O)CCCC1.O=S1(=O)CCCC1.O=S1(=O)CCCC1.O=S1(=O)CCCC1.O=S1(=O)CCCC1", "spin_multiplicity": 1, "homo_energy_ha": -0.3617}